{
  "formula": "C16H19BaN5S",
  "method": "the ωB97M-V functional and the def2-TZVPD basis",
  "largest_force_ev_per_a": 2.4,
  "charge": 0,
  "homo_lumo_gap_ev": 6.2,
  "symbols": ["Ba", "N", "C", "S", "N", "N", "C", "C", "C", "C", "C", "C", "N", "H", "H", "H", "H", "H", "H", "H", "C", "N", "C", "C", "C", "C", "C", "C", "C", "C", "H", "H", "H", "H", "H", "H", "H", "H", "H", "H", "H", "H"],
  "positions_angstrom": [[0.1335, 0.1129, -0.6751], [-3.9563, -0.1122, 2.1882], [-2.7778, -0.1019, 1.5377], [-2.7865, 0.4906, -0.0905], [-1.7804, -0.5760, 2.2990], [-0.5558, -0.5703, 1.7320], [0.3794, -1.0437, 2.4838], [1.7831, -1.0997, 2.0344], [2.7607, -1.6400, 2.8615], [4.0704, -1.6905, 2.4187], [4.3931, -1.1965, 1.1611], [3.3729, -0.6626, 0.3993], [2.0987, -0.6164, 0.8143], [-4.7831, 0.2038, 1.7175], [-3.9915, -0.4555, 3.1318], [0.1353, -1.4038, 3.4803], [2.4841, -2.0171, 3.8382], [4.8399, -2.1131, 3.0527], [5.4051, -1.2171, 0.7827], [3.5703, -0.2540, -0.5890], [-3.5016, 2.0126, -4.0244], [-2.2053, 1.4723, -4.3865], [-2.1706, 0.0387, -4.1686], [-1.1447, 2.1459, -3.6483], [0.2519, 1.6962, -4.0418], [0.7010, 2.0517, -5.3151], [1.9642, 1.6697, -5.7457], [2.7754, 0.9269, -4.8949], [2.2994, 0.5832, -3.6315], [1.0248, 0.9377, -3.1400], [-4.2826, 1.5496, -4.6297], [-3.5178, 3.0879, -4.2092], [-3.7462, 1.8424, -2.9619], [-2.9294, -0.4485, -4.7827], [-2.3779, -0.2247, -3.1136], [-1.1940, -0.3581, -4.4414], [-1.2964, 2.0067, -2.5548], [-1.2555, 3.2194, -3.8247], [0.0550, 2.6258, -5.9751], [2.3128, 1.9474, -6.7337], [3.7657, 0.6207, -5.2181], [2.9755, -0.0135, -3.0068]],
  "forces_ev_per_angstrom": [[-0.50, 0.67, -2.22], [-0.09, 0.06, -0.14], [0.32, -0.15, 0.23], [-0.09, -0.11, 0.41], [-0.12, 0.12, -0.23], [-0.44, -0.34, 1.37], [0.25, 0.05, -0.17], [-0.28, 0.14, -0.14], [0.12, -0.09, 0.11], [0.02, -0.02, 0.05], [0.00, 0.01, 0.07], [-0.31, -0.03, 0.10], [0.90, -0.35, 0.71], [0.00, -0.01, 0.02], [0.00, -0.01, 0.01], [0.05, -0.03, 0.02], [0.03, 0.01, -0.04], [-0.02, 0.01, -0.01], [-0.02, 0.00, 0.02], [-0.03, -0.02, 0.05], [0.00, 0.01, -0.03], [0.03, -0.06, 0.01], [-0.03, 0.02, -0.06], [0.09, 0.02, -0.02], [-0.06, 0.00, 0.06], [0.03, -0.03, 0.04], [-0.01, -0.03, 0.04], [-0.12, 0.04, 0.04], [-0.02, -0.04, 0.00], [0.34, 0.15, -0.33], [0.02, -0.01, 0.00], [0.00, -0.01, -0.01], [0.01, 0.00, 0.02], [-0.01, 0.02, 0.01], [0.00, 0.00, 0.05], [0.00, 0.01, -0.01], [0.05, -0.04, -0.02], [-0.03, 0.02, -0.02], [0.03, -0.03, 0.04], [-0.01, 0.00, 0.02], [-0.03, 0.01, 0.02], [-0.06, 0.05, -0.04]],
  "mulliken_charge": [1.61, -0.35, 0.48, -0.67, -1.13, 0.41, -0.69, 0.89, -0.71, -0.18, -0.80, -0.06, -0.31, 0.20, 0.24, 0.31, 0.34, 0.42, 0.39, 0.34, -0.89, -0.08, -0.71, -0.64, 0.59, -0.63, -0.41, -0.79, 0.01, -0.47, 0.32, 0.32, 0.23, 0.33, 0.13, 0.29, -0.03, 0.57, 0.34, 0.37, 0.34, 0.10]
}